ORCA calculation (the ωB97M-V functional and the def2-TZVPD basis) on a structure of composition C55H52Ge2IrN2O2P2 in a non-equilibrium geometry.

Last column: Löwdin charge in e.
Positions of all 116 atoms, in Å:
Ir (-0.128100, 0.669200, 0.640600)  0.739
C (2.030900, 2.953700, 2.201700)  -0.243
N (1.919700, 2.078000, 3.313900)  -0.192
C (2.088800, 0.682700, 3.126700)  -0.246
P (0.398400, -0.159000, 2.860000)  1.026
C (-0.438300, 0.133200, 4.458900)  -0.329
C (0.198000, -0.069600, 5.683100)  -0.106
C (-0.488600, 0.116100, 6.868000)  -0.044
C (-1.809500, 0.533900, 6.850000)  -0.040
C (-2.447000, 0.751600, 5.639200)  -0.053
C (-1.768500, 0.547300, 4.450900)  -0.109
C (0.849100, -1.926400, 2.815800)  -0.343
C (1.070200, -2.723000, 3.936900)  -0.058
C (1.397900, -4.058500, 3.778100)  -0.048
C (1.510800, -4.608200, 2.511900)  -0.047
C (1.263100, -3.828100, 1.391800)  -0.060
C (0.926000, -2.496900, 1.544700)  -0.123
C (1.649100, 2.590900, 4.581500)  -0.253
C (2.357200, 2.133700, 5.697400)  -0.040
C (2.110300, 2.664500, 6.945800)  -0.070
C (1.147000, 3.648200, 7.113400)  -0.071
C (0.446100, 4.114900, 6.011300)  -0.058
C (0.703400, 3.606300, 4.753600)  -0.017
P (0.662300, 2.928100, 0.870400)  1.028
C (1.508100, 3.809500, -0.476500)  -0.360
C (2.582200, 4.678700, -0.285600)  -0.074
C (3.161100, 5.312500, -1.371400)  -0.045
C (2.685400, 5.084200, -2.652700)  -0.042
C (1.622200, 4.217600, -2.849600)  -0.049
C (1.034500, 3.586400, -1.769200)  -0.097
C (-0.639500, 4.062800, 1.440200)  -0.369
C (-0.736600, 5.389100, 1.030600)  -0.057
C (-1.811500, 6.157100, 1.448300)  -0.045
C (-2.784500, 5.613500, 2.274300)  -0.042
C (-2.697000, 4.287900, 2.676300)  -0.051
C (-1.634300, 3.515800, 2.252700)  -0.137
H (2.929600, 2.681500, 1.632000)  0.104
H (2.116000, 3.981300, 2.563900)  0.117
H (2.564200, 0.214400, 3.990500)  0.100
H (2.687300, 0.461800, 2.232900)  0.071
H (1.234200, -0.368500, 5.722400)  0.100
H (0.009800, -0.067400, 7.808500)  0.121
H (-2.336500, 0.692900, 7.776400)  0.117
H (-3.477500, 1.071000, 5.623900)  0.112
H (-2.283200, 0.692000, 3.510500)  0.068
H (0.973100, -2.317500, 4.930100)  0.092
H (1.565100, -4.675700, 4.647100)  0.118
H (1.777400, -5.646800, 2.400300)  0.117
H (1.335400, -4.259500, 0.404800)  0.112
H (0.716200, -1.880100, 0.672600)  0.052
H (3.151600, 1.414200, 5.576400)  0.116
H (2.688800, 2.323400, 7.789100)  0.114
H (0.956500, 4.062300, 8.089800)  0.109
H (-0.304600, 4.881500, 6.131100)  0.111
H (0.150000, 3.974900, 3.905300)  0.084
H (2.978200, 4.874400, 0.698400)  0.106
H (3.991700, 5.984600, -1.215400)  0.119
H (3.145600, 5.571700, -3.497500)  0.118
H (1.257500, 4.030900, -3.848100)  0.117
H (0.210900, 2.904900, -1.932400)  0.081
H (0.019900, 5.819400, 0.389700)  0.110
H (-1.889200, 7.187100, 1.129600)  0.118
H (-3.608300, 6.224200, 2.610800)  0.117
H (-3.458200, 3.859100, 3.311600)  0.114
H (-1.545500, 2.474900, 2.552300)  0.054
O (-0.072200, 0.354200, -2.094900)  -0.024
C (1.136700, 0.258600, -1.887500)  -0.482
N (1.619100, 0.171000, -0.618500)  0.007
C (2.992900, 0.137300, -0.599000)  -0.415
O (3.670600, 0.181500, 0.405200)  0.091
C (3.429700, 0.107700, -2.023600)  -0.077
C (4.682200, -0.002700, -2.583300)  0.024
C (4.769800, 0.031200, -3.974800)  -0.034
C (3.639600, 0.198500, -4.760200)  -0.041
C (2.368800, 0.300500, -4.195800)  0.016
C (2.280200, 0.234400, -2.820700)  -0.090
H (5.562000, -0.121500, -1.971000)  0.129
H (5.736900, -0.076700, -4.442700)  0.118
H (3.743300, 0.246100, -5.833200)  0.116
H (1.491100, 0.430400, -4.812000)  0.126
C (-3.145400, -3.959200, -0.033800)  -0.212
Ge (-2.910500, -2.467900, -1.350100)  0.917
C (-4.498200, -2.437100, -2.559000)  -0.210
C (-1.229300, -2.670100, -2.409400)  -0.236
Ge (-2.420200, -0.008600, -0.020800)  0.896
C (-3.537900, -0.594300, 1.546900)  -0.398
C (-4.676800, 0.110200, 1.924500)  -0.110
C (-5.384000, -0.280400, 3.050300)  -0.062
C (-4.961200, -1.368900, 3.799600)  -0.058
C (-3.815400, -2.061400, 3.439300)  -0.068
C (-3.100400, -1.662500, 2.326700)  -0.183
C (-3.554000, 1.213700, -1.087300)  -0.365
C (-3.065100, 2.458100, -1.465800)  -0.125
C (-3.862700, 3.344600, -2.167700)  -0.065
C (-5.145600, 2.969400, -2.532100)  -0.059
C (-5.644600, 1.733400, -2.151900)  -0.059
C (-4.855100, 0.860000, -1.426400)  -0.138
H (-3.403600, -4.827500, -0.635600)  0.031
H (-3.961400, -3.762400, 0.654900)  0.017
H (-2.243800, -4.177200, 0.530400)  0.013
H (-4.464100, -3.387500, -3.088400)  0.036
H (-4.449500, -1.631500, -3.285300)  0.025
H (-5.438800, -2.380900, -2.017600)  0.024
H (-1.282500, -3.619200, -2.937900)  0.028
H (-0.349900, -2.672900, -1.773200)  0.001
H (-1.132100, -1.863900, -3.129800)  0.013
H (-5.000200, 0.967600, 1.346300)  0.099
H (-6.272600, 0.260800, 3.340400)  0.113
H (-5.521500, -1.677000, 4.668600)  0.115
H (-3.475300, -2.902900, 4.025800)  0.117
H (-2.182800, -2.172800, 2.054300)  0.080
H (-2.050900, 2.732300, -1.202200)  0.065
H (-3.483400, 4.319500, -2.440800)  0.111
H (-5.759100, 3.642000, -3.110100)  0.113
H (-6.646700, 1.445200, -2.427100)  0.114
H (-5.254500, -0.093200, -1.101700)  0.089

Cartesian forces (eV/Å) of the 3 atoms listed first:
Ir 1.6 0.0 -0.4
C 0.2 -0.6 -0.4
N 0.0 0.1 -0.4

## Properties
Spin multiplicity = 2
Net charge = +2
HOMO level (spin up / spin down) = -12.26 / -12.22 eV
DFT total energy = -199388.815 eV
⟨S²⟩ = 0.766
LUMO energy (spin up / spin down) = -7.8 / -7.9 eV
HOMO-LUMO gap (spin up / spin down) = 4.5 / 4.3 eV